(1)
The following is a quantum chemistry calculation of a structure of composition C18H19AlF6N4O6PS5, from OMol25.

Values from the calculation:
HOMO level (alpha / beta), eV: -6.223 / -8.226
Multiplicity: 2
E, eV: -123593.363
<S²>: 0.763
Total charge: 0
Orbital gap (alpha / beta), eV: 6.63 / 7.72
Energy relative to the best compared isomer or geometry (same formula, charge and spin), kcal/mol: 0.0

The geometry in XYZ format:
```
60
Properties=species:S:1:pos:R:3:mulliken_spin:R:1
Al 0.059 0.707 -1.264 -0.026
F 0.909 5.856 -1.135 0.000
C 0.954 4.549 -0.931 0.000
F 0.694 4.287 0.338 0.001
F 2.166 4.094 -1.235 -0.001
S -0.265 3.718 -2.071 0.007
O 0.278 2.359 -2.273 0.008
O -0.317 4.519 -3.241 -0.002
N -1.565 3.695 -1.192 -0.001
S -2.540 2.476 -1.134 0.001
O -1.819 1.188 -1.147 -0.002
O -3.545 2.644 -0.150 0.000
C -3.406 2.428 -2.761 0.001
F -4.331 1.479 -2.727 0.000
F -3.978 3.600 -2.998 0.000
F -2.530 2.164 -3.726 0.000
C -2.229 -5.203 -1.514 0.000
C -1.186 -4.486 -2.338 0.000
O -1.230 -3.086 -1.997 -0.002
P 0.033 -2.128 -1.895 0.007
S -0.191 -0.619 -3.216 0.002
S 1.702 -3.030 -1.621 0.000
O -0.428 -1.197 -0.602 -0.003
C -0.643 -1.799 0.707 0.003
C -2.076 -1.565 1.115 0.006
H -2.167 -6.277 -1.691 0.000
H -3.233 -4.867 -1.768 0.000
H -2.061 -5.022 -0.452 0.000
H -1.394 -4.563 -3.406 0.000
H -0.183 -4.867 -2.146 0.000
H 0.073 -1.344 1.388 -0.009
H -0.405 -2.859 0.618 -0.002
H -2.280 -0.502 1.237 -0.002
H -2.270 -2.066 2.065 0.000
H -2.750 -1.970 0.361 0.000
N 1.918 0.906 2.385 0.034
C 0.948 0.543 3.332 -0.004
C 1.278 -0.181 4.471 0.015
C 0.292 -0.504 5.390 -0.005
C -1.029 -0.136 5.169 0.016
C -1.363 0.568 4.021 -0.005
C -0.375 0.926 3.114 0.014
S -0.671 1.955 1.728 0.008
N 0.374 1.202 0.601 0.127
C 1.618 0.907 1.031 0.267
C 2.556 0.532 0.054 0.085
C 3.921 0.224 0.269 0.114
C 4.732 0.017 -0.807 0.006
C 4.203 0.101 -2.113 0.164
C 2.860 0.328 -2.258 -0.040
N 2.035 0.518 -1.217 0.184
H 2.857 0.623 2.611 -0.014
H 2.305 -0.485 4.638 0.001
H 0.558 -1.058 6.280 0.000
H -1.796 -0.400 5.884 0.001
H -2.388 0.857 3.827 0.000
H 4.328 0.172 1.270 0.025
H 5.780 -0.209 -0.659 0.002
H 4.820 -0.048 -2.985 0.010
H 2.393 0.332 -3.233 0.006
```

(2)
The following is a quantum chemistry calculation of a cluster of 2 separate species, C5H10O in total, from OMol25.

Values from the calculation:
HOMO level, eV: -10.001
E, eV: -7393.203
SMILES: C1CC1.CC=O
Total charge: 0
Orbital gap, eV: 11.08
Energy relative to the best compared isomer or geometry (same formula, charge and spin), kcal/mol: 36.0

The geometry in XYZ format:
```
16
Properties=species:S:1:pos:R:3:nbo_charge:R:1
O 2.504 0.643 -0.332 -0.526
C 2.464 -0.552 -0.155 0.445
C 1.476 -1.479 -0.798 -0.727
C -0.776 0.655 0.626 -0.437
C -1.803 0.261 -0.398 -0.429
C -1.886 1.601 0.276 -0.418
H 0.223 0.907 0.285 0.231
H 3.202 -1.042 0.512 0.103
H 2.022 -2.105 -1.512 0.237
H 1.035 -2.149 -0.054 0.233
H 0.691 -0.924 -1.314 0.237
H -0.814 0.159 1.593 0.208
H -1.511 0.234 -1.445 0.208
H -2.534 -0.494 -0.121 0.210
H -1.628 2.477 -0.312 0.213
H -2.675 1.764 1.004 0.210
```

(3)
The following is a quantum chemistry calculation of the ion C3H4NO with charge +1, from OMol25.

Values from the calculation:
HOMO level, eV: -17.127
E, eV: -6700.013
Total charge: +1
Orbital gap, eV: 9.44
Energy relative to the best compared isomer or geometry (same formula, charge and spin), kcal/mol: 107.4

The geometry in XYZ format:
```
9
Properties=species:S:1:pos:R:3:nbo_charge:R:1
C -0.170 0.441 0.112 -0.017
C 1.097 1.012 -0.066 -0.056
C -1.372 -0.809 0.037 -0.095
N -1.277 1.285 0.016 0.239
O -2.185 0.431 -0.059 -0.133
H 1.242 2.166 0.018 0.274
H 2.003 0.565 -0.127 0.232
H -1.329 -1.308 -0.978 0.269
H -1.454 -1.525 0.916 0.288
```

(4)
The following is a quantum chemistry calculation of the ion C4H8NO with charge +1, from OMol25.

Values from the calculation:
HOMO level (alpha / beta), eV: -13.126 / -12.978
E, eV: -7804.844
Total charge: +1
Orbital gap (alpha / beta), eV: 7.57 / 6.91
Energy relative to the best compared isomer or geometry (same formula, charge and spin), kcal/mol: 75.1

The geometry in XYZ format:
```
14
Properties=species:S:1:pos:R:3:nbo_charge:R:1
C 1.584 2.841 0.512 0.216
C -0.283 -0.120 -0.119 0.113
C 0.824 0.702 0.049 -0.026
C -1.620 -2.160 -0.373 -0.428
N -0.308 -1.456 -0.361 -0.517
O 0.633 1.974 0.397 -0.284
H 1.383 3.981 0.580 0.217
H 2.613 2.745 0.591 0.193
H -1.213 0.465 -0.279 0.230
H 0.333 -2.106 -0.040 0.412
H 1.771 0.275 0.118 0.196
H -2.092 -2.095 0.698 0.219
H -2.234 -1.798 -1.177 0.227
H -1.392 -3.248 -0.597 0.234
```

(5)
The following is a quantum chemistry calculation of the ion C18H23ClN3O3S with charge +1, from OMol25.

Values from the calculation:
HOMO level, eV: -12.004
E, eV: -53003.945
SMILES: Cc1ccc(NC(=O)C[NH2+]Cc2ccccc2Cl)cc1S(=O)(=O)N(C)C
Total charge: +1
Orbital gap, eV: 9.35
Energy relative to the best compared isomer or geometry (same formula, charge and spin), kcal/mol: 1.8

The geometry in XYZ format:
```
49
Properties=species:S:1:pos:R:3:nbo_charge:R:1
C -2.012 -2.616 -2.050 -0.658
C -2.338 -1.320 -1.390 0.046
C -1.689 -0.890 -0.238 -0.352
C -2.022 0.314 0.343 -0.231
C -2.883 1.208 -0.279 0.184
C -3.573 0.788 -1.409 -0.191
C -3.323 -0.476 -1.916 -0.194
H -3.862 -0.802 -2.792 0.234
H -4.273 1.445 -1.900 0.236
N -2.881 2.517 0.242 -0.628
C -1.728 3.078 0.686 0.663
O -1.657 3.904 1.563 -0.569
C -0.437 2.690 -0.080 -0.333
N 0.626 2.269 0.856 -0.545
H 0.502 2.817 1.719 0.446
C 2.012 2.455 0.326 -0.239
C 2.340 1.360 -0.650 -0.148
C 2.018 1.479 -1.997 -0.141
C 2.285 0.453 -2.884 -0.226
C 2.888 -0.709 -2.433 -0.163
C 3.229 -0.843 -1.100 -0.203
C 2.951 0.184 -0.213 -0.006
Cl 3.376 -0.010 1.446 0.030
H 3.702 -1.744 -0.745 0.242
H 3.100 -1.513 -3.119 0.232
H 2.029 0.563 -3.926 0.228
H 1.568 2.393 -2.357 0.205
H 2.084 3.438 -0.142 0.229
H 2.706 2.402 1.167 0.254
H 0.538 1.235 1.076 0.496
H -0.119 3.622 -0.561 0.248
H -0.592 1.930 -0.843 0.250
H -3.745 2.925 0.580 0.430
H -1.554 0.592 1.272 0.229
S -0.186 -1.584 0.497 2.342
O 0.615 -2.171 -0.528 -0.920
O 0.393 -0.442 1.192 -1.004
N -0.526 -2.717 1.639 -0.648
C -1.261 -2.248 2.789 -0.428
H -2.330 -2.131 2.579 0.191
H -0.837 -1.294 3.091 0.228
H -1.136 -2.961 3.603 0.231
C -0.897 -4.024 1.148 -0.427
H -0.316 -4.220 0.250 0.240
H -1.967 -4.091 0.925 0.188
H -0.646 -4.769 1.903 0.228
H -2.579 -3.426 -1.591 0.234
H -2.273 -2.585 -3.104 0.234
H -0.953 -2.836 -1.944 0.255
```

(6)
The following is a quantum chemistry calculation of a structure of composition C16H24O12Ti, from OMol25.

Values from the calculation:
HOMO level (alpha / beta), eV: -7.097 / -13.766
Multiplicity: 4
E, eV: -64661.579
<S²>: 3.751
Total charge: +1
Orbital gap (alpha / beta), eV: 5.35 / 12.01
Energy relative to the best compared isomer or geometry (same formula, charge and spin), kcal/mol: 0.0

The geometry in XYZ format:
```
53
Properties=species:S:1:pos:R:3:mulliken_spin:R:1
Ti 0.490 -0.893 -1.953 3.102
C 2.682 2.759 3.010 0.000
C 1.756 2.699 1.827 -0.001
C 2.065 3.725 0.737 0.001
O 1.794 3.004 -0.469 -0.003
C 1.836 1.698 -0.208 0.017
O 1.774 0.854 -1.057 -0.033
O 1.948 1.455 1.104 -0.003
H 2.484 1.936 3.701 0.000
H 2.517 3.686 3.561 0.000
H 3.732 2.701 2.727 0.000
H 0.713 2.739 2.139 0.001
H 3.107 4.042 0.749 0.000
H 1.407 4.588 0.771 0.000
C -2.462 0.953 -7.385 -0.001
C -3.040 0.224 -6.198 -0.003
C -2.724 -1.277 -6.143 0.003
O -1.978 -1.445 -4.933 0.001
C -1.818 -0.270 -4.332 -0.087
O -1.219 -0.128 -3.297 0.008
O -2.398 0.725 -4.986 -0.004
H -2.932 0.597 -8.307 0.000
H -1.380 0.864 -7.492 0.000
H -2.676 2.023 -7.349 0.000
H -4.096 0.475 -6.121 0.000
H -2.107 -1.574 -6.989 0.000
H -3.596 -1.923 -6.089 0.000
C 4.146 -1.395 3.011 0.000
C 3.129 -2.381 2.505 0.002
C 1.802 -2.415 3.281 0.000
O 0.807 -2.466 2.259 -0.002
C 1.376 -2.182 1.082 0.000
O 0.755 -2.073 0.066 -0.044
O 2.697 -2.025 1.183 0.004
H 4.383 -1.589 4.058 0.000
H 3.761 -0.380 2.908 0.000
H 5.085 -1.492 2.466 0.000
H 3.573 -3.378 2.523 0.001
H 1.672 -1.562 3.951 0.000
H 1.764 -3.303 3.912 0.000
C -3.074 -1.911 2.980 -0.001
C -2.937 -0.589 2.300 0.001
C -1.886 0.331 2.902 0.001
O -1.280 0.933 1.753 -0.001
C -1.528 0.161 0.678 0.050
O -1.015 0.315 -0.392 -0.014
O -2.407 -0.785 0.957 0.004
H -3.754 -2.569 2.435 0.000
H -3.436 -1.805 4.002 0.000
H -2.126 -2.456 2.974 0.000
H -3.908 -0.113 2.166 0.001
H -1.152 -0.215 3.495 0.000
H -2.328 1.106 3.525 0.000
```